1.
Here is a cluster of 2 separate species, C4H8O2S in total at a distorted geometry from the OMol25 dataset. Energies are from ωB97M-V/def2-TZVPD.

Positions of all 15 atoms, in Å:
H  -3.69659  2.13959  -0.83229
H  -0.09834  -3.26734  0.75371
C  -3.17447  1.45737  -0.09542
H  -2.04104  1.47589  -0.01303
H  1.87382  2.59574  0.97222
S  1.11989  -1.12574  0.38466
H  -0.23987  -2.51296  -1.05420
O  0.57587  1.39368  -0.03986
H  -1.07959  -1.70588  0.34383
C  -0.19335  -2.35071  0.01812
O  -3.77104  0.62775  0.51818
H  2.57410  0.97812  0.82521
H  2.46482  2.20155  -0.48065
C  1.94730  1.74371  0.39869
C  0.19212  0.18169  -0.19863

Calculated values
HOMO energy: -8.2 eV
Energy relative to the best compared isomer or geometry (same formula, charge and spin): 450.8 kJ/mol
Calculated total energy: -19203.726 eV
Orbital gap: 8.94 eV
Lowest unoccupied orbital energy: 0.692 eV

2.
Here is a structure of composition C18H43F6NO6RuS2Si2 at a distorted geometry from the OMol25 dataset. Energies are from ωB97M-V/def2-TZVPD.

Positions of all 79 atoms, in Å:
H  2.19767  2.88183  -4.24812
H  1.17675  -1.65195  -2.96471
O  -1.66461  1.00434  0.01472
H  1.99790  -3.60753  -2.06380
C  1.07125  -3.29023  -1.58606
H  1.55545  0.53339  -7.28877
H  2.36507  -0.08428  -2.19996
H  4.27469  1.68754  -2.23743
H  -3.42527  -2.80420  -1.27309
H  -4.35983  -1.52676  -6.84511
H  -1.40972  -1.87357  -6.07729
H  -3.79085  -2.44804  -5.41459
H  -1.94808  -1.10775  -0.47627
F  -0.55976  -1.30175  4.90806
H  0.57320  -0.70181  -6.45048
H  -3.34480  -2.96210  -7.05890
H  1.00434  3.93311  -5.05503
Ru  0.75255  0.97301  -0.26581
H  -1.17346  1.51505  -3.46350
H  5.04264  2.48520  -0.81266
H  -2.81937  -1.97352  -2.71323
H  -5.00244  -0.60438  -4.78490
C  4.47177  0.02362  0.65078
S  -0.13097  -0.01104  2.62582
H  2.42324  -1.12083  -0.73710
S  -2.27374  1.14351  1.35962
C  -2.53534  -2.62008  -1.87525
C  1.58696  3.00465  -5.15076
C  -3.44280  0.68403  -5.52764
H  2.39227  1.63693  2.22718
C  -3.52542  -2.09513  -6.41840
H  -3.84216  0.67518  -6.56456
O  -2.41507  2.46421  1.91260
N  -1.70664  0.02884  2.40185
H  2.14325  -0.17986  -5.75921
O  0.42479  1.10356  3.35151
F  1.43038  -1.64859  4.02803
C  -0.23680  0.98636  -3.69783
F  -4.69010  0.78985  2.48904
H  -0.41950  2.36244  -7.61666
H  -1.01689  -2.57815  -0.26881
F  -4.74502  1.14782  0.32166
C  0.10294  -1.50393  3.74546
F  -4.09103  -0.81131  1.09940
H  0.46667  1.20729  -2.87605
H  4.11665  -0.41582  1.59200
C  1.24735  0.15570  -6.30086
C  -0.87041  2.24134  -6.61560
H  -1.20935  3.22378  -6.26287
Si  0.39603  1.56501  -5.39353
O  -0.44566  -1.34716  -1.84054
C  0.40734  -2.28870  -2.50257
H  -4.20033  0.39664  -3.52976
O  -2.31299  -0.20930  -5.38578
H  4.73984  -0.78048  -0.04837
Si  3.14984  1.12485  -0.12154
C  2.29372  2.09866  1.23680
H  3.51945  3.15688  -1.51372
H  5.35188  0.65386  0.83710
H  -5.32944  1.13752  -4.67069
C  2.14676  -0.12016  -1.12088
H  -3.08360  1.69720  -5.28471
O  0.57669  -0.41678  1.36350
H  -1.75100  1.60642  -6.74973
C  -2.26698  -1.25373  -6.36957
C  4.08663  2.23853  -1.30318
H  -0.16016  -2.80658  -3.30090
C  -4.56119  0.36941  -4.56219
H  1.29823  -2.85936  -0.61106
H  -2.06981  -0.84181  -7.37820
C  -4.06503  0.52862  1.31791
H  -2.16818  -3.56382  -2.28945
H  2.25969  3.11721  -6.01710
F  -0.33282  -2.64352  3.18018
H  0.45580  -4.18013  -1.47015
H  2.83587  3.06283  1.20334
H  1.20458  2.35156  1.06249
C  -1.48390  -1.93062  -1.03606
H  -0.46688  -0.09610  -3.65525

Calculated values
HOMO energy (spin up / spin down): -11.9 / -11.9 eV
Energy relative to the best compared isomer or geometry (same formula, charge and spin): 0.0 kJ/mol
Calculated total energy: -89438.716 eV
Total charge: +1
<S²>: 8.762
Orbital gap (spin up / spin down): 8.33 / 5.09 eV
Lowest unoccupied orbital energy (spin up / spin down): -3.599 / -6.839 eV
Multiplicity: 6